Record 1
C46H53F9IN3O4PRbSSi3 as an isolated structure. Source: the Open Molecules 2025 dataset; level of theory: ωB97M-V/def2-TZVPD.

Values from the calculation:
- E_tot: -138203.515 eV
- E_HOMO: -0.07688 Ha
- ΔE to the lowest compared entry with this formula, charge and spin: 0.3177 eV
- E_LUMO: 3.39 eV
- Net charge: -2

Each line ends with the Löwdin charge.
Element x y z (Å)
Rb -0.030 -0.275 0.394  0.801
C -4.093 -2.551 -2.371  -0.183
Si -4.380 -1.804 -0.645  0.358
C -4.367 0.072 -0.943  -0.179
C -6.208 -2.231 -0.323  -0.191
C -3.249 -2.408 0.629  -0.448
Si -3.581 -1.913 2.335  0.341
C -4.674 -0.374 2.476  -0.186
C -4.505 -3.243 3.339  -0.188
C -2.088 -1.483 3.403  -0.172
Si -2.294 -3.880 0.327  0.402
C -1.094 -4.375 1.702  -0.175
C -3.280 -5.469 -0.033  -0.188
C -1.105 -3.771 -1.181  -0.284
C -1.268 -4.460 -2.385  -0.092
C -0.365 -4.295 -3.416  -0.085
C 0.712 -3.446 -3.230  -0.077
C 0.826 -2.810 -2.004  -0.178
N -0.043 -2.958 -1.010  0.021
H -4.714 -2.022 -3.098  0.027
H -4.383 -3.603 -2.393  0.013
H -3.063 -2.492 -2.717  0.007
H -4.662 0.312 -1.967  0.034
H -3.388 0.517 -0.754  -0.001
H -5.072 0.573 -0.280  0.024
H -6.859 -1.814 -1.096  0.017
H -6.548 -1.850 0.642  0.001
H -6.338 -3.315 -0.311  0.017
H -5.669 -0.517 2.053  0.009
H -4.219 0.476 1.970  0.006
H -4.788 -0.110 3.530  0.008
H -5.442 -3.495 2.840  0.015
H -4.728 -2.924 4.359  0.014
H -3.911 -4.157 3.397  0.006
H -1.467 -0.726 2.929  -0.003
H -1.450 -2.338 3.623  0.019
H -2.420 -1.065 4.358  0.024
H -1.618 -4.613 2.627  0.018
H -0.383 -3.580 1.922  0.009
H -0.530 -5.258 1.393  0.028
H -3.871 -5.708 0.853  0.019
H -2.649 -6.328 -0.272  0.017
H -3.985 -5.323 -0.853  0.007
H -2.124 -5.109 -2.511  0.092
H -0.503 -4.814 -4.358  0.098
H 1.445 -3.273 -4.007  0.094
H 1.662 -2.143 -1.805  0.090
C 2.878 -3.128 1.476  -0.018
C 2.486 -1.708 1.857  -0.432
O 2.572 -0.846 0.984  -0.141
C 2.026 -1.437 3.215  -0.106
C 2.245 -2.409 4.210  -0.070
C 1.915 -2.217 5.527  -0.129
C 1.320 -0.992 5.889  -0.112
C 1.062 -0.027 4.963  -0.026
C 1.367 -0.198 3.565  -0.402
O 1.028 0.690 2.734  -0.183
H 2.992 -3.162 0.395  0.071
H 2.126 -3.852 1.784  0.072
H 3.825 -3.404 1.943  0.080
H 2.710 -3.345 3.926  0.095
H 2.102 -2.985 6.265  0.079
H 1.047 -0.817 6.925  0.092
H 0.581 0.903 5.239  0.098
O -1.430 -0.223 -2.509  -0.122
H -1.378 0.755 -2.466  -0.036
H -2.312 -0.418 -2.171  -0.015
S -3.123 4.826 -2.036  0.369
C -2.094 3.533 -2.255  -0.957
N -1.358 2.644 -2.400  0.050
F 9.084 0.395 -1.755  0.124
C 8.466 1.559 -2.056  -0.574
F 9.112 2.527 -1.377  0.123
F 8.715 1.783 -3.368  0.125
C 6.994 1.517 -1.758  -0.134
C 6.368 2.574 -1.116  -0.008
C 5.000 2.527 -0.883  -0.062
C 4.249 1.430 -1.289  -0.324
C 4.899 0.365 -1.920  -0.067
C 6.257 0.406 -2.164  -0.013
P 2.423 1.246 -1.118  1.093
C 1.971 1.898 -2.779  -0.352
C 1.182 1.075 -3.574  -0.087
C 0.824 1.466 -4.855  0.002
C 1.265 2.685 -5.344  -0.122
C 2.046 3.524 -4.558  -0.005
C 2.394 3.126 -3.281  -0.066
C 0.911 3.064 -6.755  -0.570
F -0.390 2.861 -7.034  0.138
F 1.177 4.356 -7.034  0.121
F 1.608 2.332 -7.661  0.117
C 1.997 2.639 -0.005  -0.355
C 1.018 3.567 -0.343  -0.054
C 0.675 4.579 0.543  0.005
C 1.314 4.656 1.771  -0.140
C 2.258 3.703 2.139  -0.002
C 2.585 2.690 1.259  -0.092
C 1.000 5.774 2.724  -0.574
F -0.187 6.356 2.471  0.127
F 0.965 5.360 4.009  0.125
F 1.928 6.764 2.677  0.119
H 6.939 3.435 -0.798  0.116
H 4.519 3.358 -0.384  0.104
H 4.328 -0.506 -2.217  0.107
H 6.747 -0.425 -2.653  0.120
H 0.803 0.139 -3.184  0.080
H 0.184 0.831 -5.451  0.129
H 2.371 4.481 -4.940  0.114
H 2.997 3.781 -2.665  0.109
H 0.487 3.491 -1.282  0.071
H -0.097 5.286 0.268  0.123
H 2.704 3.728 3.123  0.127
H 3.269 1.912 1.569  0.117
N -3.032 3.376 1.179  0.183
C -2.100 2.474 1.540  -0.659
O -1.782 1.535 0.831  -0.149
C -1.418 2.682 2.870  -0.534
I -2.751 2.563 4.538  0.793
H -3.305 3.447 0.202  0.033
H -3.162 4.194 1.750  0.090
H -0.989 3.678 2.928  0.023
H -0.644 1.927 3.014  0.022


Record 2
C46H53N5O4P2Sb2Se2Zn as an isolated structure at a distorted geometry. Source: the Open Molecules 2025 dataset; level of theory: ωB97M-V/def2-TZVPD.

Values from the calculation:
- E_tot: -274968.555 eV
- E_HOMO: -0.27569 Ha
- ΔE to the lowest compared entry with this formula, charge and spin: 0.2060 eV
- E_LUMO: -0.11 eV

Each line ends with the Löwdin charge.
Element x y z (Å)
Zn 16.356 11.085 11.765  0.570
C 22.156 10.672 13.625  -0.351
Sb 21.049 11.517 12.042  1.314
C 21.946 10.269 10.569  -0.350
C 22.518 13.054 11.458  -0.328
C 22.257 14.406 12.024  -0.293
C 22.953 14.825 13.134  -0.076
C 22.760 16.089 13.653  -0.089
C 21.975 17.026 12.959  -0.085
C 21.261 16.635 11.851  -0.072
C 21.312 15.306 11.418  -0.276
C 20.406 14.880 10.307  -0.334
Sb 18.436 14.139 10.984  1.279
C 17.190 15.327 9.607  -0.317
C 18.073 15.506 12.597  -0.335
H 23.216 10.832 13.414  0.003
H 21.927 9.604 13.683  0.000
H 21.894 11.121 14.576  -0.003
H 23.037 10.386 10.740  0.015
H 21.706 10.576 9.558  -0.005
H 21.706 9.201 10.674  -0.008
H 22.508 13.120 10.404  0.036
H 23.496 12.697 11.828  0.067
H 23.733 14.185 13.526  0.109
H 23.168 16.300 14.632  0.096
H 21.935 18.038 13.305  0.093
H 20.649 17.298 11.290  0.103
H 20.760 14.049 9.702  0.030
H 20.224 15.725 9.681  0.042
H 17.605 16.275 9.314  -0.008
H 16.277 15.449 10.147  -0.044
H 17.044 14.742 8.682  -0.004
H 17.026 15.295 12.875  -0.025
H 18.164 16.559 12.320  0.011
H 18.776 15.279 13.398  -0.005
Se 12.224 16.908 12.108  0.318
P 11.791 14.923 11.791  0.463
C 10.781 14.159 13.078  -0.343
C 9.529 14.690 13.393  -0.105
C 8.811 14.184 14.442  -0.081
C 9.343 13.160 15.210  -0.072
C 10.627 12.692 14.939  -0.093
C 11.358 13.164 13.878  -0.084
C 10.916 14.691 10.196  -0.343
C 11.638 15.087 9.095  -0.141
C 11.036 15.181 7.820  -0.075
C 9.710 14.851 7.687  -0.078
C 8.992 14.311 8.768  -0.078
C 9.568 14.242 9.994  -0.094
C 13.333 13.896 11.687  -0.394
C 13.671 12.555 11.446  -0.378
N 15.016 12.511 11.636  -0.139
N 15.463 13.701 12.018  -0.073
N 14.455 14.526 12.076  0.004
P 12.951 10.931 11.110  0.699
Se 14.235 9.430 12.025  0.495
C 11.307 10.790 11.746  -0.363
C 11.061 10.159 12.964  -0.116
C 9.751 10.055 13.423  -0.082
C 8.675 10.537 12.694  -0.048
C 8.940 11.113 11.441  -0.052
C 10.248 11.240 10.972  -0.076
C 13.005 10.791 9.315  -0.339
C 12.721 11.904 8.553  -0.079
C 12.729 11.830 7.163  -0.053
C 13.170 10.667 6.558  -0.081
C 13.535 9.557 7.290  -0.052
C 13.444 9.602 8.710  -0.070
H 9.144 15.484 12.776  0.106
H 7.839 14.609 14.720  0.115
H 8.737 12.761 16.011  0.106
H 11.012 11.890 15.529  0.102
H 12.372 12.761 13.680  0.114
H 12.670 15.448 9.242  0.112
H 11.588 15.658 7.014  0.111
H 9.226 15.134 6.779  0.098
H 7.957 13.986 8.608  0.114
H 9.082 13.847 10.879  0.083
H 11.884 9.828 13.554  0.057
H 9.632 9.684 14.445  0.117
H 7.693 10.453 13.121  0.106
H 8.113 11.463 10.837  0.107
H 10.411 11.656 10.022  0.082
H 12.488 12.848 8.987  0.067
H 12.483 12.703 6.607  0.095
H 13.221 10.656 5.459  0.115
H 13.980 8.690 6.842  0.100
H 13.760 8.782 9.342  0.049
O 17.494 11.686 13.469  -0.134
H 17.384 12.503 13.979  0.076
H 18.039 10.961 13.876  0.055
C 19.281 8.574 7.723  -0.064
C 18.103 7.668 8.212  -0.157
C 17.839 7.760 9.714  -0.296
C 16.565 6.886 10.019  -0.141
C 16.347 6.499 11.479  -0.084
C 18.978 7.194 10.527  -0.451
O 19.446 6.118 10.267  0.122
N 19.267 7.869 11.669  0.218
C 18.589 8.978 12.213  -0.523
O 18.835 9.294 13.397  -0.017
N 17.677 9.595 11.415  0.079
C 17.429 9.150 10.165  -0.457
O 16.719 9.908 9.489  0.014
H 19.674 8.347 6.768  0.044
H 20.209 8.576 8.391  0.088
H 18.957 9.642 7.585  0.087
H 18.310 6.633 7.954  0.116
H 17.213 7.981 7.687  0.110
H 16.728 5.959 9.470  0.121
H 15.681 7.414 9.579  0.118
H 17.097 5.773 11.817  0.091
H 15.406 6.027 11.575  0.064
H 16.357 7.386 12.106  0.032
H 19.946 7.423 12.282  0.174